Record 1
{
  "formula": "C5H9BrN3O2",
  "method": "ωB97M-V/def2-TZVPD",
  "elements": ["C", "C", "C", "C", "C", "N", "N", "N", "O", "O", "Br", "H", "H", "H", "H", "H", "H", "H", "H", "H"],
  "xyz": [[-0.69, 1.40, 0.59], [-1.69, 0.78, -0.01], [-1.04, -0.50, -0.76], [1.40, -0.29, -1.65], [1.17, 0.49, 1.67], [0.39, -0.38, -0.60], [-1.39, -1.75, 0.14], [0.58, 0.70, 0.32], [-2.31, -2.39, -0.23], [-0.70, -1.88, 1.07], [-3.52, 0.93, -0.17], [-0.81, 2.25, 1.16], [-1.35, -0.79, -1.69], [2.35, 0.05, -1.09], [1.62, -1.39, -2.06], [0.96, 0.30, -2.60], [0.47, -0.09, 2.26], [1.84, -0.27, 1.47], [1.42, 1.41, 2.17], [1.30, 1.43, 0.02]],
  "nbo_charge": [-0.110, -0.087, -0.016, -0.457, -0.436, -0.257, 0.555, -0.207, -0.320, -0.364, 0.263, 0.267, 0.250, 0.232, 0.264, 0.231, 0.259, 0.243, 0.248, 0.444],
  "charge": 1,
  "homo_lumo_gap_ev": 10.5,
  "de_lowest_kcal_mol": 127.6,
  "multiplicity": 1,
  "total_energy_ev": -83925.183
}



Record 2
{
  "formula": "C4H8OP2",
  "method": "ωB97M-V/def2-TZVPD",
  "elements": ["C", "C", "C", "C", "O", "P", "P", "H", "H", "H", "H", "H", "H", "H", "H"],
  "xyz": [[-1.89, -1.63, -0.39], [0.04, -0.61, 1.36], [1.24, 0.63, -0.45], [0.08, 0.68, 0.53], [0.27, -3.37, 0.37], [-1.72, -1.33, 2.01], [-0.40, -2.08, 0.37], [-2.56, -2.32, -0.93], [-2.11, -0.70, -0.86], [0.90, -0.69, 1.97], [0.81, 0.25, -1.47], [2.13, 0.26, -0.02], [1.33, 1.64, -0.62], [-0.87, 0.75, 0.04], [0.24, 1.34, 1.31]],
  "nbo_charge": [-0.935, -0.723, -0.619, -0.418, -1.023, 0.189, 1.721, 0.263, 0.236, 0.248, 0.212, 0.217, 0.216, 0.208, 0.207],
  "homo_lumo_gap_ev": 8.0,
  "de_lowest_kcal_mol": 22.1,
  "multiplicity": 1,
  "total_energy_ev": -24899.801
}



Record 3
{
  "formula": "C18H30N4O4S",
  "method": "ωB97M-V/def2-TZVPD",
  "elements": ["C", "N", "C", "H", "H", "H", "C", "C", "C", "N", "S", "O", "O", "C", "C", "C", "C", "N", "H", "C", "C", "H", "C", "H", "H", "C", "C", "H", "C", "C", "H", "H", "H", "H", "H", "H", "H", "H", "H", "C", "C", "H", "H", "N", "O", "O", "H", "H", "H", "H", "H", "H", "H", "H", "H", "H", "H"],
  "xyz": [[-6.47, -1.87, -0.92], [-6.79, -1.00, 0.05], [-8.06, -0.28, -0.25], [-8.92, -1.19, -0.37], [-8.48, 0.07, 0.47], [-8.28, 0.15, -1.09], [-6.02, -0.19, 0.66], [-5.60, 1.10, -0.61], [-4.20, 1.60, -0.38], [-3.11, 0.57, -0.72], [-2.59, -0.28, 0.41], [-2.93, 0.07, 1.62], [-2.87, -2.00, -0.10], [-0.76, -0.19, 0.14], [-0.23, 0.95, 0.09], [1.09, 1.11, 0.15], [2.03, -0.13, -0.22], [3.27, 0.13, -0.39], [3.78, 1.23, -0.38], [4.27, -0.80, -0.60], [5.41, -0.21, -1.58], [4.90, 0.58, -2.06], [6.47, 0.66, -0.58], [5.93, 1.08, 0.39], [6.92, 1.51, -1.49], [7.70, -0.33, -0.16], [7.23, -1.51, 0.95], [7.02, -0.60, 1.83], [5.96, -2.27, 0.72], [4.73, -1.53, 0.70], [4.75, -0.59, 1.34], [3.87, -2.20, 0.79], [6.02, -2.98, 1.38], [6.17, -2.84, -0.38], [8.05, -2.02, 1.18], [8.47, 0.48, 0.27], [8.04, -0.90, -1.17], [5.98, -0.96, -1.79], [3.84, -1.57, -1.35], [1.25, -1.10, -0.28], [0.10, -1.46, -0.04], [-0.60, -2.27, -0.04], [1.87, -2.14, -0.57], [1.59, 2.33, 0.19], [0.74, 3.43, 0.27], [3.01, 2.61, 0.07], [-0.75, 1.71, 0.50], [-3.25, -0.01, -1.53], [-3.95, 2.59, -0.96], [-4.08, 1.83, 0.82], [-5.65, 0.77, -1.56], [-6.24, 1.96, -0.40], [-4.84, -0.59, 0.60], [-6.19, 0.29, 1.54], [-6.34, -1.45, -1.88], [-5.50, -2.19, -0.55], [-7.25, -2.75, -1.16]],
  "nbo_charge": [-0.389, -0.456, -0.368, 0.162, 0.177, 0.184, -0.099, -0.516, -0.236, -0.930, 2.280, -0.913, -0.993, -0.266, -0.222, 0.024, 0.329, -0.537, 0.502, -0.019, -0.408, 0.230, -0.433, 0.212, 0.224, -0.429, -0.345, 0.171, -0.398, -0.433, 0.219, 0.227, 0.219, 0.172, 0.202, 0.230, 0.193, 0.212, 0.180, -0.309, -0.049, 0.294, 0.186, 0.397, -0.453, -0.527, 0.254, 0.446, 0.219, 0.227, 0.184, 0.210, 0.185, 0.197, 0.154, 0.238, 0.190],
  "homo_lumo_gap_ev": 6.2,
  "de_lowest_kcal_mol": 582.6,
  "multiplicity": 1,
  "total_energy_ev": -44114.895
}



Record 4
{
  "formula": "C7H28O7",
  "method": "ωB97M-V/def2-TZVPD",
  "elements": ["C", "O", "H", "H", "H", "H", "C", "O", "H", "H", "H", "H", "C", "O", "H", "H", "H", "H", "C", "O", "H", "H", "H", "H", "C", "C", "C", "O", "H", "H", "H", "H", "H", "H", "H", "H", "O", "H", "H", "O", "H", "H"],
  "xyz": [[-1.29, 1.12, 2.51], [-1.83, 0.97, 3.82], [-1.15, 0.10, 2.13], [-2.04, 1.53, 1.83], [-0.28, 1.54, 2.54], [-2.33, 1.76, 4.01], [-0.94, -3.36, 1.05], [0.43, -3.57, 1.30], [-1.26, -3.70, 0.07], [-1.58, -3.88, 1.76], [-1.23, -2.31, 1.10], [0.72, -2.92, 1.95], [-0.66, 0.77, -0.90], [-0.55, 0.40, -2.30], [-0.70, -0.14, -0.31], [0.29, 1.26, -0.66], [-1.52, 1.42, -0.75], [-0.40, 1.18, -2.83], [-3.94, -0.74, -2.68], [-3.39, -1.70, -1.80], [-5.00, -0.69, -2.46], [-3.38, 0.16, -2.42], [-3.87, -0.96, -3.74], [-2.55, -1.98, -2.17], [4.46, 1.82, 2.11], [3.07, 1.16, 2.23], [2.75, 0.52, 0.88], [3.15, -0.01, 3.03], [5.21, 1.15, 1.70], [4.83, 2.08, 3.10], [4.35, 2.70, 1.48], [2.31, 1.90, 2.46], [1.82, -0.03, 1.00], [3.56, -0.16, 0.62], [2.65, 1.18, 0.01], [3.88, -0.56, 2.72], [-0.83, -2.29, -3.19], [-0.98, -1.37, -2.99], [0.11, -2.43, -3.06], [-0.55, 2.69, -4.01], [-1.33, 2.33, -4.42], [-0.04, 3.06, -4.73]],
  "mulliken_spin": [-0.001, 0.001, 0.000, 0.000, 0.000, 0.000, 0.007, 0.187, 0.006, 0.041, 0.015, -0.006, 0.007, 0.014, -0.004, 0.001, -0.002, 0.001, 0.030, 0.594, 0.007, 0.082, 0.023, -0.012, 0.001, 0.001, 0.001, 0.006, 0.000, 0.000, 0.000, 0.000, 0.000, 0.000, 0.000, 0.000, 0.000, -0.001, 0.000, 0.000, 0.000, 0.000],
  "s_squared": 0.755,
  "charge": 1,
  "homo_lumo_gap_ev": [9.6, 2.1],
  "de_lowest_kcal_mol": 32.3,
  "multiplicity": 2,
  "total_energy_ev": -22033.148
}



Record 5
{
  "formula": "C2HF3O2",
  "method": "ωB97M-V/def2-TZVPD",
  "elements": ["C", "C", "O", "O", "F", "F", "F", "H"],
  "xyz": [[1.76, -0.14, 0.45], [-1.90, 0.14, -0.44], [1.12, -0.05, 1.45], [-2.65, -0.75, -0.38], [1.88, -1.30, -0.21], [-0.81, 0.16, -1.18], [-1.87, 1.22, 0.34], [2.47, 0.73, -0.03]],
  "mulliken_spin": [0.800, 0.006, 1.006, 0.001, 0.107, 0.003, 0.001, 0.077],
  "s_squared": 2.005,
  "homo_lumo_gap_ev": [7.4, 8.9],
  "de_lowest_kcal_mol": 19.2,
  "multiplicity": 3,
  "total_energy_ev": -14332.134
}



Record 6
{
  "formula": "C3H3ClFNOS",
  "method": "ωB97M-V/def2-TZVPD",
  "elements": ["C", "C", "C", "H", "H", "H", "N", "O", "F", "S", "Cl"],
  "xyz": [[1.19, -0.08, 0.02], [-0.16, 0.55, -0.03], [-1.29, -0.16, -0.01], [2.27, 2.61, 0.63], [3.11, 0.52, -0.19], [-0.24, 1.67, 0.05], [2.24, 0.82, 0.16], [2.00, 2.18, -0.13], [-1.43, -1.47, 0.12], [1.59, -1.71, -0.06], [-2.82, 0.64, -0.03]],
  "nbo_charge": [0.069, -0.422, 0.447, 0.471, 0.390, 0.270, -0.313, -0.551, -0.273, -0.118, 0.030],
  "homo_lumo_gap_ev": 8.3,
  "de_lowest_kcal_mol": 56.4,
  "multiplicity": 1,
  "total_energy_ev": -32769.715
}



Record 7
{
  "formula": "C5H15NO",
  "method": "ωB97M-V/def2-TZVPD",
  "elements": ["C", "C", "N", "C", "C", "C", "H", "H", "H", "H", "H", "H", "H", "H", "H", "H", "H", "H", "H", "H", "H", "O"],
  "xyz": [[0.41, -0.97, -1.50], [-0.50, -0.01, -0.78], [-0.29, -0.08, 0.67], [-2.33, 0.80, 1.82], [-0.89, 1.05, 1.39], [-0.06, 1.44, 2.61], [0.76, -0.58, -2.44], [1.31, -1.05, -0.87], [0.16, -2.03, -1.64], [-1.56, -0.19, -1.00], [-0.16, 0.99, -1.05], [-0.73, -0.92, 1.02], [-2.86, 1.70, 2.14], [-2.35, 0.11, 2.68], [-2.97, 0.34, 1.05], [-0.83, 1.92, 0.74], [0.93, 1.70, 2.29], [-0.01, 0.66, 3.38], [-0.43, 2.38, 3.04], [4.24, -3.10, -4.18], [4.37, -1.87, -5.01], [3.79, -2.26, -4.35]],
  "nbo_charge": [-0.631, -0.218, -0.625, -0.632, -0.052, -0.600, 0.215, 0.220, 0.206, 0.167, 0.190, 0.346, 0.214, 0.199, 0.206, 0.182, 0.213, 0.201, 0.200, 0.465, 0.465, -0.929],
  "homo_lumo_gap_ev": 9.6,
  "de_lowest_kcal_mol": 21.7,
  "multiplicity": 1,
  "total_energy_ev": -8965.418
}